Computed, not measured: C33H39Br36ClINO5 as an isolated structure, with ωB97M-V/def2-TZVPD.

Properties
* Kohn-Sham gap: 8.8 eV

Last column: Löwdin charge in e.
Atoms and positions in Å:
C -0.250 2.564 1.705  -0.143
C -0.326 1.549 0.558  -0.224
C 0.431 1.932 -0.754  -0.597
Cl 1.064 3.603 -0.786  0.684
C -0.508 1.663 -1.934  -0.189
C -1.368 2.679 -2.284  0.014
C -2.203 2.452 -3.310  -0.070
C -2.236 1.252 -3.972  -0.023
C -1.400 0.229 -3.650  -0.091
C -1.499 -1.073 -4.404  -0.036
C -2.053 -2.185 -3.460  -0.399
C -1.328 -3.544 -3.593  -0.030
O -3.452 -2.332 -3.651  -0.026
C -0.502 0.463 -2.611  -0.111
C 0.529 -0.587 -2.199  -0.085
C 1.857 -0.203 -2.939  -0.184
C 2.765 -1.428 -3.248  -0.133
C 2.146 -2.417 -4.204  -0.501
O 1.854 -3.535 -3.831  0.102
O 1.950 -2.100 -5.520  0.076
C -3.313 1.357 -5.036  -0.315
O -3.557 0.661 -5.991  0.144
N -4.030 2.543 -4.712  0.036
C -5.432 2.270 -4.283  -0.186
C -5.941 3.269 -3.241  -0.271
C -7.488 3.274 -3.144  -0.641
I -8.405 1.354 -3.378  0.825
C -3.227 3.389 -3.933  -0.350
O -3.274 4.588 -3.802  0.132
H -0.496 3.581 1.413  0.054
H -1.008 2.269 2.440  0.068
H 0.695 2.503 2.243  0.013
H 0.141 0.627 0.919  0.095
H -1.363 1.294 0.346  0.114
H 1.282 1.276 -0.879  0.050
H -1.388 3.631 -1.773  0.117
H -2.242 -0.967 -5.192  0.114
H -0.543 -1.428 -4.784  0.103
H -1.868 -1.831 -2.441  0.124
H -0.603 -3.562 -4.405  0.063
H -2.036 -4.341 -3.816  0.081
H -0.803 -3.770 -2.665  0.076
H -3.829 -2.707 -2.853  0.091
H 0.223 -1.599 -2.444  0.099
H 0.662 -0.467 -1.126  0.100
H 1.533 0.238 -3.892  0.044
H 2.347 0.586 -2.373  0.080
H 3.093 -1.976 -2.352  0.066
H 3.678 -1.039 -3.718  0.104
H 1.581 -1.215 -5.624  0.051
H -5.439 1.274 -3.838  0.097
H -6.069 2.303 -5.167  0.110
H -5.500 2.995 -2.280  0.101
H -5.673 4.291 -3.499  0.109
H -7.838 3.948 -3.923  0.052
H -7.731 3.733 -2.193  -0.039
C -9.300 2.597 0.638  -1.587
Br -9.985 4.047 -0.429  0.615
Br -10.337 0.989 0.409  0.554
Br -7.421 2.270 0.321  0.605
H -9.397 2.896 1.671  -0.029
C 5.831 -0.246 -0.824  -1.612
Br 6.618 -1.697 -1.816  0.575
Br 5.825 1.383 -1.847  0.579
Br 4.074 -0.696 -0.174  0.624
H 6.454 -0.078 0.046  -0.092
C 8.768 -2.525 1.662  -1.628
Br 9.095 -4.164 0.708  0.582
Br 9.423 -0.990 0.697  0.586
Br 6.910 -2.332 2.131  0.546
H 9.326 -2.578 2.587  -0.133
C -11.706 -1.628 -2.900  -1.610
Br -12.449 0.146 -2.988  0.558
Br -9.865 -1.657 -3.467  0.498
Br -11.915 -2.403 -1.147  0.553
H -12.263 -2.243 -3.592  -0.029
C 4.298 0.139 4.036  -1.620
Br 2.621 0.611 3.220  0.580
Br 5.782 1.011 3.170  0.549
Br 4.287 0.474 5.932  0.589
H 4.429 -0.927 3.902  -0.038
C 9.975 -3.257 5.912  -1.601
Br 8.934 -1.779 5.253  0.571
Br 8.891 -4.509 6.888  0.572
Br 10.972 -4.114 4.501  0.612
H 10.695 -2.850 6.610  -0.039
C -6.182 -0.280 2.941  -1.634
Br -4.504 0.367 3.634  0.565
Br -5.939 -1.312 1.337  0.528
Br -7.178 -1.249 4.278  0.574
H -6.770 0.587 2.673  -0.083
C -0.354 4.731 5.450  -1.650
Br -0.169 6.216 6.662  0.576
Br 1.089 3.470 5.639  0.556
Br -2.072 3.875 5.627  0.558
H -0.300 5.129 4.447  -0.034
C -8.342 -4.762 2.512  -1.638
Br -8.954 -3.296 1.425  0.516
Br -9.429 -6.334 2.266  0.577
Br -6.474 -5.136 2.224  0.560
H -8.449 -4.459 3.544  -0.038
C 4.640 2.144 -6.170  -1.611
Br 4.818 3.643 -4.971  0.572
Br 6.090 0.891 -5.980  0.577
Br 2.928 1.282 -5.972  0.667
H 4.686 2.536 -7.176  -0.030
C 9.370 -4.807 10.861  -1.647
Br 9.025 -2.955 10.446  0.539
Br 11.001 -5.437 10.048  0.555
Br 9.356 -5.122 12.760  0.580
H 8.560 -5.384 10.437  -0.032
C 10.771 1.651 7.014  -1.635
Br 9.337 2.160 5.831  0.556
Br 11.401 3.142 8.057  0.583
Br 10.268 0.163 8.131  0.545
H 11.594 1.322 6.396  -0.028